DFT (ωB97M-V with the def2-TZVPD basis set) results for a structure of composition C40H42BHfN8O4P at a distorted geometry.

Geometry as XYZ:
```
97
Properties=species:S:1:pos:R:3:mulliken_charge:R:1
Hf -0.027 -0.384 0.741 0.89
C -1.350 -0.696 4.370 -1.48
C -0.890 -1.889 3.592 0.75
C -1.024 -3.210 3.979 -1.72
C -0.514 -3.975 2.940 1.12
C -0.406 -5.463 2.852 -1.35
N -0.105 -3.141 1.977 0.60
N -0.318 -1.837 2.373 0.47
B 0.458 -3.538 0.581 -1.47
N 1.809 -2.854 0.380 0.39
N 1.959 -1.507 0.635 0.16
C 3.296 -1.265 0.587 0.88
C 4.022 0.029 0.814 -1.33
C 3.960 -2.454 0.320 -1.59
C 2.997 -3.436 0.194 0.91
C 3.167 -4.892 -0.101 -1.44
N -0.521 -3.097 -0.542 0.59
N -0.892 -1.782 -0.720 0.66
C -1.808 -1.768 -1.715 0.53
C -2.510 -0.545 -2.205 -0.93
C -1.997 -3.056 -2.175 -1.70
C -1.168 -3.872 -1.414 1.14
C -0.985 -5.352 -1.503 -1.33
H -2.312 -0.919 4.830 0.38
H -0.657 -0.467 5.181 0.37
H -1.453 0.191 3.753 0.17
H -1.437 -3.574 4.909 0.56
H -0.783 -5.905 3.771 0.40
H -0.986 -5.860 2.017 0.23
H 0.630 -5.778 2.719 0.28
H 0.583 -4.721 0.535 -0.06
H 3.451 0.911 0.575 -0.01
H 4.351 0.086 1.855 0.31
H 4.920 0.031 0.198 0.46
H 5.029 -2.577 0.223 0.59
H 4.210 -5.093 -0.338 0.43
H 2.888 -5.508 0.755 0.25
H 2.557 -5.204 -0.951 0.25
H -2.717 0.160 -1.402 -0.11
H -1.926 -0.025 -2.965 0.18
H -3.455 -0.835 -2.663 0.57
H -2.667 -3.368 -2.963 0.60
H -1.568 -5.737 -2.335 0.39
H 0.061 -5.615 -1.663 0.23
H -1.317 -5.853 -0.592 0.24
O -4.514 -0.283 1.957 -0.51
C -3.292 -0.023 1.548 -0.01
O -2.462 -0.869 1.285 -0.36
C -2.970 1.410 1.366 -0.13
C -3.886 2.420 1.510 -0.98
C -3.496 3.702 1.131 -1.18
C -2.235 3.895 0.610 -0.46
C -1.358 2.819 0.531 -0.26
N -1.718 1.592 0.926 1.14
C 1.069 2.295 0.974 1.36
O 2.033 3.222 0.495 -0.65
O 1.350 0.982 0.738 0.98
H -4.644 -1.244 2.012 0.45
H -4.883 2.207 1.871 0.66
H -4.188 4.531 1.215 0.52
H -1.919 4.865 0.256 0.74
N 0.687 1.245 3.126 -0.09
C 0.756 2.493 2.443 -0.96
C 0.484 3.685 2.969 -0.67
C 0.453 4.965 2.233 -0.60
C 0.637 5.168 0.926 -1.68
C 0.967 4.070 -0.051 -0.12
C 0.026 2.847 -0.020 0.04
P -0.030 1.585 -1.446 1.17
C 1.604 1.225 -2.165 0.66
C 2.663 2.114 -2.349 0.13
C 3.845 1.678 -2.926 -0.93
C 3.987 0.356 -3.332 -0.90
C 2.935 -0.533 -3.168 -0.61
C 1.749 -0.099 -2.586 -0.66
C -0.898 2.558 -2.724 1.33
C -2.268 2.812 -2.576 0.11
C -2.948 3.580 -3.509 -1.14
C -2.272 4.090 -4.611 -0.79
C -0.923 3.821 -4.779 -0.77
C -0.235 3.052 -3.846 -0.83
H 0.524 1.369 4.117 0.46
H 1.560 0.742 3.009 0.07
H 0.278 3.738 4.034 0.47
H 0.260 5.839 2.847 0.45
H 0.591 6.180 0.538 0.53
H 1.223 4.458 -1.035 0.53
H 2.581 3.144 -2.037 0.24
H 4.661 2.378 -3.062 0.50
H 4.913 0.025 -3.785 0.43
H 3.034 -1.561 -3.493 0.50
H 0.931 -0.804 -2.466 0.28
H -2.817 2.398 -1.737 0.36
H -4.008 3.770 -3.386 0.48
H -2.803 4.686 -5.344 0.43
H -0.398 4.204 -5.646 0.47
H 0.814 2.840 -4.000 0.36
```

frontier orbital gap: 7.359 eV
HOMO: -0.4917 hartree
net charge: +2

---

DFT (ωB97M-V with the def2-TZVPD basis set) results for a cluster of 9 separate species, C18H57N13O9 in total at a distorted geometry.

Geometry as XYZ:
```
97
Properties=species:S:1:pos:R:3:mulliken_charge:R:1
C 11.055 -12.982 -1.082 -0.60
O 11.996 -12.154 -1.677 -0.63
H 10.100 -13.215 -1.553 -0.03
H 11.548 -13.944 -0.939 0.34
H 10.850 -12.575 -0.092 0.39
H 12.204 -12.580 -2.512 0.49
C 4.041 -13.370 0.981 0.49
O 4.024 -13.015 2.150 -0.72
N 3.602 -14.646 0.566 -0.23
N 4.560 -12.698 0.049 -0.10
H 3.044 -15.197 1.203 0.21
H 3.810 -14.919 -0.384 0.21
H 4.467 -13.040 -0.897 0.39
H 4.915 -11.769 0.226 0.17
C 3.555 -13.475 -3.772 0.69
O 4.049 -13.193 -2.703 -0.79
N 2.355 -13.904 -3.834 -0.43
N 4.168 -13.176 -4.877 -0.35
H 1.957 -14.171 -4.723 0.17
H 1.885 -13.974 -2.943 0.26
H 3.693 -13.316 -5.757 0.14
H 5.145 -12.927 -4.826 0.19
C 7.638 -12.544 -3.617 0.77
O 6.801 -13.429 -3.849 -0.65
N 8.653 -12.194 -4.332 -0.02
N 7.705 -11.867 -2.470 0.10
H 8.494 -12.600 -5.243 -0.24
H 9.451 -11.644 -4.045 0.09
H 8.368 -11.163 -2.179 -0.11
H 6.920 -12.084 -1.874 0.22
C 8.578 -14.596 -6.828 0.75
O 8.714 -13.439 -7.181 -0.88
N 7.702 -15.057 -5.944 -0.15
N 9.042 -15.641 -7.480 -0.41
H 7.097 -14.434 -5.430 -0.05
H 7.795 -16.059 -5.853 0.14
H 8.601 -16.518 -7.240 0.12
H 9.611 -15.591 -8.312 0.27
C 7.721 -10.964 -9.608 0.62
O 8.954 -10.733 -9.649 -0.69
N 7.214 -11.882 -8.812 -0.25
N 6.797 -10.249 -10.215 -0.39
H 7.812 -12.326 -8.129 0.30
H 6.247 -12.154 -8.914 0.14
H 5.874 -10.658 -10.223 0.17
H 7.148 -9.562 -10.866 0.26
C 7.886 -8.373 -3.424 -0.96
C 9.105 -8.420 -2.445 0.58
C 9.842 -7.066 -2.187 -1.03
O 10.877 -7.185 -1.220 -0.26
C 11.220 -6.026 -0.526 -0.84
N 8.592 -8.906 -1.164 -0.62
H 8.005 -7.542 -4.119 0.40
H 6.938 -8.377 -2.887 0.31
H 7.880 -9.274 -4.037 0.07
H 9.760 -9.193 -2.847 0.13
H 9.113 -6.367 -1.777 0.39
H 10.151 -6.527 -3.082 0.39
H 11.820 -5.259 -1.015 0.31
H 11.887 -6.307 0.289 0.26
H 10.381 -5.583 0.010 0.36
H 9.326 -8.938 -0.471 0.22
H 7.876 -8.258 -0.867 0.28
C 7.683 -15.392 0.692 -1.50
C 7.596 -15.071 -0.755 1.06
C 8.243 -16.056 -1.727 -0.53
O 9.665 -16.061 -1.668 -0.26
C 10.376 -16.852 -2.687 -0.80
N 6.191 -14.946 -1.199 -0.66
H 6.887 -14.803 1.148 0.39
H 8.624 -15.065 1.134 0.31
H 7.537 -16.438 0.961 0.30
H 8.135 -14.133 -0.882 -0.28
H 7.926 -15.935 -2.763 0.16
H 7.871 -17.053 -1.488 0.40
H 10.013 -17.876 -2.596 0.35
H 11.442 -16.708 -2.513 0.27
H 10.193 -16.639 -3.740 0.21
H 5.712 -14.252 -0.643 0.17
H 6.262 -14.607 -2.147 0.06
C 13.953 -10.884 -5.495 -1.19
C 14.402 -12.217 -4.793 0.36
C 13.415 -13.425 -4.846 -0.91
O 12.160 -13.062 -4.225 -0.20
C 11.130 -14.078 -4.360 -0.52
N 15.727 -12.417 -5.441 -0.72
H 14.032 -10.829 -6.581 0.37
H 14.480 -9.998 -5.142 0.36
H 12.957 -10.608 -5.147 0.23
H 14.650 -12.097 -3.738 0.22
H 13.900 -14.302 -4.419 0.42
H 13.152 -13.636 -5.883 0.40
H 10.381 -13.846 -5.118 0.14
H 10.504 -14.216 -3.478 -0.10
H 11.675 -15.015 -4.473 0.60
H 15.979 -13.379 -5.264 0.24
H 15.590 -12.376 -6.441 0.30
```

frontier orbital gap: 8.844 eV
structure (SMILES): COC[C@H](C)N.COC[C@H](C)N.COC[C@H](C)N.NC(N)=O.NC(N)=O.NC(N)=O.NC(N)=O.NC(N)=O.CO
HOMO: -0.3226 hartree

---

DFT (ωB97M-V with the def2-TZVPD basis set) results for a cluster of 2 separate species, C3H5ClFN in total at a distorted geometry.

Geometry as XYZ:
```
11
Properties=species:S:1:pos:R:3:nbo_charge:R:1
C 1.189 1.079 0.711 -0.38
C 0.906 0.350 -0.372 0.08
C -1.411 -1.223 0.073 -0.44
N -0.099 0.415 -1.192 0.03
F -0.917 1.482 -0.798 -0.26
Cl 2.037 -0.893 -1.029 -0.02
H 2.009 0.865 1.272 0.21
H 0.417 1.846 1.099 0.23
H -1.941 -1.433 -0.871 0.20
H -0.495 -1.715 0.100 0.16
H -1.694 -0.773 1.005 0.19
```

frontier orbital gap (alpha / beta): 9.589 / 7.008 eV
HOMO (alpha / beta): -0.3503 / -0.3160 hartree

---

DFT (ωB97M-V with the def2-TZVPD basis set) results for an isolated molecule of CH2O4 at a distorted geometry.

Geometry as XYZ:
```
7
Properties=species:S:1:pos:R:3:nbo_charge:R:1
C 0.234 -0.285 0.382 1.00
O -0.375 0.587 -0.344 -0.25
O -1.384 -0.368 -1.139 -0.42
O 1.137 0.814 1.076 -0.76
O 0.497 -1.423 0.363 -0.52
H -0.761 -0.956 -1.613 0.47
H 0.652 1.631 1.275 0.48
```

frontier orbital gap: 11.126 eV
structure (SMILES): O=C(O)OO
HOMO: -0.4349 hartree

---

DFT (ωB97M-V with the def2-TZVPD basis set) results for the ion C4H12N3 with charge +1 at a distorted geometry.

Geometry as XYZ:
```
19
Properties=species:S:1:pos:R:3:nbo_charge:R:1
C 2.354 0.108 0.276 0.41
C -2.198 -0.071 -0.500 -0.62
C 0.121 1.054 -0.281 -0.24
C -1.004 0.238 0.468 -0.05
N -0.259 -0.879 0.949 -0.89
N 2.535 -0.572 -0.800 -0.70
N 1.295 0.871 0.488 -0.48
H 3.156 -0.119 1.052 0.24
H -2.470 0.871 -1.092 0.24
H -2.996 -0.532 0.186 0.25
H -1.668 -0.879 -1.125 0.20
H 0.337 0.754 -1.330 0.19
H -0.196 2.024 -0.333 0.23
H -1.228 0.965 1.178 0.19
H 1.834 -0.635 -1.516 0.41
H 3.383 -0.873 -1.065 0.42
H -0.305 -1.581 0.287 0.38
H -0.370 -1.050 1.972 0.40
H 1.096 0.989 1.466 0.42
```

frontier orbital gap: 10.047 eV
structure (SMILES): C[C@@H](N)C/[NH+]=C\N
HOMO: -0.4887 hartree
net charge: +1